a | {"formula": "C7H28N14O7", "method": "ωB97M-V/def2-TZVPD", "smiles": "NC(N)=O.NC(N)=O.NC(N)=O.NC(N)=O.NC(N)=O.NC(N)=O.NC(N)=O", "total_charge": 0, "homo_lumo_gap_ev": 9.08, "e_lumo_ev": 0.287, "symbols": ["C", "O", "N", "N", "H", "H", "H", "H", "C", "O", "N", "N", "H", "H", "H", "H", "C", "O", "N", "N", "H", "H", "H", "H", "C", "O", "N", "N", "H", "H", "H", "H", "C", "O", "N", "N", "H", "H", "H", "H", "C", "O", "N", "N", "H", "H", "H", "H", "C", "O", "N", "N", "H", "H", "H", "H"], "positions_angstrom": [[1.864, -2.058, -3.717], [2.333, -2.281, -2.615], [0.919, -1.068, -3.916], [2.115, -2.788, -4.836], [0.425, -0.682, -3.123], [0.665, -0.868, -4.864], [1.648, -2.710, -5.717], [2.741, -3.567, -4.715], [-1.854, -4.475, -2.611], [-2.683, -4.583, -1.699], [-1.127, -3.330, -2.803], [-1.605, -5.442, -3.514], [-0.555, -3.215, -3.617], [-1.166, -2.571, -2.141], [-2.008, -6.354, -3.432], [-0.924, -5.204, -4.209], [2.899, 2.995, 3.388], [2.596, 4.000, 4.035], [3.862, 3.033, 2.438], [2.032, 1.932, 3.311], [3.994, 2.217, 1.868], [4.441, 3.835, 2.282], [1.034, 2.015, 3.623], [2.439, 1.036, 3.096], [-3.076, -2.166, 1.162], [-2.716, -1.352, 2.032], [-4.312, -2.767, 1.183], [-2.292, -2.473, 0.112], [-5.067, -2.262, 1.605], [-4.386, -3.282, 0.320], [-2.626, -3.128, -0.587], [-1.385, -2.041, -0.008], [1.185, 4.312, -0.977], [0.452, 3.591, -0.282], [0.636, 4.989, -2.013], [2.498, 4.545, -0.760], [-0.355, 4.837, -2.091], [1.166, 5.655, -2.541], [3.076, 4.774, -1.547], [2.920, 4.364, 0.130], [-1.066, 1.378, 4.819], [-0.254, 2.278, 4.592], [-1.620, 0.591, 3.871], [-1.708, 1.263, 6.030], [-1.397, 0.495, 2.896], [-2.101, -0.234, 4.192], [-2.653, 0.944, 6.053], [-1.162, 1.669, 6.770], [0.139, 0.107, -0.436], [-0.466, -0.740, -1.130], [0.917, 1.065, -0.995], [-0.014, 0.194, 0.905], [1.143, 1.027, -1.970], [0.807, 2.003, -0.551], [0.262, 1.011, 1.423], [-0.627, -0.517, 1.280]]}


b | {"formula": "C7H28N14O7", "method": "ωB97M-V/def2-TZVPD", "smiles": "NC(N)=O.NC(N)=O.NC(N)=O.NC(N)=O.NC(N)=O.NC(N)=O.NC(N)=O", "total_charge": 0, "homo_lumo_gap_ev": 8.62, "e_lumo_ev": -0.210, "symbols": ["C", "O", "N", "N", "H", "H", "H", "H", "C", "O", "N", "N", "H", "H", "H", "H", "C", "O", "N", "N", "H", "H", "H", "H", "C", "O", "N", "N", "H", "H", "H", "H", "C", "O", "N", "N", "H", "H", "H", "H", "C", "O", "N", "N", "H", "H", "H", "H", "C", "O", "N", "N", "H", "H", "H", "H"], "positions_angstrom": [[-1.271, 4.582, 1.349], [-0.362, 5.409, 1.069], [-1.336, 3.391, 0.731], [-2.308, 4.850, 2.145], [-0.617, 3.150, 0.060], [-2.207, 2.945, 0.486], [-2.460, 5.716, 2.633], [-3.013, 4.130, 2.145], [-2.810, -4.119, 2.619], [-1.814, -4.753, 2.931], [-3.646, -3.538, 3.505], [-3.182, -3.981, 1.338], [-3.456, -3.518, 4.492], [-4.287, -2.901, 3.061], [-3.981, -3.376, 1.240], [-2.844, -4.664, 0.681], [3.609, 0.112, -2.501], [4.219, 1.087, -2.051], [3.205, -0.904, -1.702], [3.170, 0.068, -3.719], [3.013, -1.841, -2.040], [3.437, -0.617, -0.762], [2.735, -0.740, -4.131], [3.394, 0.925, -4.202], [2.026, 4.042, -0.931], [1.313, 3.164, -0.415], [3.013, 3.690, -1.674], [1.586, 5.311, -0.961], [3.555, 4.480, -1.994], [3.452, 2.780, -1.646], [2.256, 6.065, -0.974], [0.663, 5.590, -0.662], [-1.861, 0.592, 4.300], [-1.982, 0.945, 5.482], [-1.993, -0.707, 4.035], [-1.256, 1.300, 3.336], [-1.657, -1.062, 3.152], [-2.093, -1.228, 4.891], [-1.234, 0.846, 2.434], [-1.293, 2.305, 3.395], [-0.571, -0.831, 0.093], [-1.242, -0.615, 1.059], [0.155, 0.063, -0.592], [-0.391, -2.077, -0.400], [0.010, 0.979, -0.190], [1.089, -0.182, -0.881], [-0.094, -2.183, -1.356], [-0.645, -2.917, 0.096], [1.689, -3.838, -3.443], [2.531, -3.363, -2.726], [1.477, -5.092, -3.608], [0.750, -3.004, -3.944], [2.230, -5.640, -3.219], [0.706, -5.340, -4.205], [0.745, -2.046, -3.633], [-0.123, -3.440, -4.196]]}


Most stable: a. Least stable: b.


a | {"formula": "C3H10NO", "method": "ωB97M-V/def2-TZVPD", "smiles": "C[NH2+]CCO", "total_charge": 1, "homo_lumo_gap_ev": 12.04, "e_lumo_ev": -3.224, "symbols": ["C", "C", "C", "N", "O", "H", "H", "H", "H", "H", "H", "H", "H", "H", "H"], "positions_angstrom": [[2.019, -0.424, 0.185], [-0.075, 0.866, -0.132], [-1.775, 0.454, 0.134], [0.582, -0.414, -0.346], [-1.826, -0.954, -0.008], [2.155, -0.066, 1.302], [2.276, -1.551, 0.217], [2.687, 0.110, -0.497], [0.330, 1.388, 0.748], [0.085, 1.540, -1.103], [-1.892, 0.872, 1.254], [-2.423, 1.069, -0.614], [0.719, -0.467, -1.305], [-0.048, -1.145, -0.057], [-2.815, -1.278, 0.223]]}


b | {"formula": "C3H10NO", "method": "ωB97M-V/def2-TZVPD", "total_charge": 1, "homo_lumo_gap_ev": 9.28, "e_lumo_ev": -3.872, "symbols": ["N", "H", "H", "H", "H", "C", "C", "C", "O", "H", "H", "H", "H", "H", "H"], "positions_angstrom": [[0.446, 1.890, -0.702], [-0.405, 1.967, -1.261], [0.338, 1.086, -0.023], [1.243, 1.673, -1.304], [0.613, 2.769, -0.212], [-1.100, -1.238, -0.838], [-0.642, -0.711, 0.502], [0.590, -0.830, 0.997], [0.950, -0.183, 2.142], [-0.277, -1.312, -1.544], [-1.540, -2.227, -0.751], [-1.853, -0.576, -1.256], [-1.368, -0.185, 1.109], [1.348, -1.465, 0.551], [1.658, -0.659, 2.590]]}


Most stable: b. Least stable: a.


a | {"formula": "C3H10NO", "method": "ωB97M-V/def2-TZVPD", "total_charge": 1, "homo_lumo_gap_ev": 4.45, "e_lumo_ev": -9.087, "symbols": ["C", "C", "C", "O", "N", "H", "H", "H", "H", "H", "H", "H", "H", "H", "H"], "positions_angstrom": [[2.953, 0.200, 0.456], [-1.223, -0.279, 0.057], [-2.378, 0.280, -0.612], [-3.566, 0.172, 0.440], [2.001, 0.084, -0.584], [2.719, -0.378, 1.360], [3.980, -0.050, 0.162], [-1.484, -1.247, 0.470], [-0.599, 0.522, 0.425], [-2.535, 1.271, -0.973], [-2.797, -0.400, -1.322], [-3.102, -0.561, 0.964], [2.853, 1.303, 0.697], [0.990, -0.229, -0.294], [2.187, -0.688, -1.247]]}


b | {"formula": "C3H10NO", "method": "ωB97M-V/def2-TZVPD", "smiles": "C[NH2+]CCO", "total_charge": 1, "homo_lumo_gap_ev": 11.83, "e_lumo_ev": -3.361, "symbols": ["O", "C", "C", "N", "C", "H", "H", "H", "H", "H", "H", "H", "H", "H", "H"], "positions_angstrom": [[-0.354, -1.712, -0.992], [0.903, -1.032, -1.059], [0.815, 0.131, 0.005], [-0.477, 0.162, 0.709], [-1.022, 1.564, 0.914], [-0.231, -2.641, -1.267], [1.228, -0.648, -2.049], [1.807, -1.655, -0.769], [1.617, 0.130, 0.737], [0.934, 0.902, -0.744], [-1.279, -0.274, 0.235], [-0.437, -0.537, 1.481], [-1.056, 1.832, 1.970], [-0.418, 2.202, 0.284], [-2.030, 1.575, 0.546]]}


Most stable: b. Least stable: a.


a | {"formula": "C3H10NO", "method": "ωB97M-V/def2-TZVPD", "total_charge": 1, "homo_lumo_gap_ev": 9.73, "e_lumo_ev": -5.229, "symbols": ["C", "O", "H", "H", "H", "H", "C", "C", "N", "H", "H", "H", "H", "H", "H"], "positions_angstrom": [[0.550, 2.057, 1.226], [-0.311, 0.938, 1.337], [1.428, 1.738, 1.951], [-0.061, 3.008, 1.459], [0.953, 2.131, 0.214], [-0.604, 0.825, 2.264], [0.311, -2.188, -0.690], [-0.615, -0.188, -1.594], [-0.044, -0.767, -0.622], [1.404, -2.258, -0.725], [0.012, -2.620, 0.243], [-0.349, -2.779, -1.442], [-1.209, -0.887, -2.279], [-0.283, 0.852, -1.902], [0.029, -0.231, 0.223]]}


b | {"formula": "C3H10NO", "method": "ωB97M-V/def2-TZVPD", "total_charge": 1, "homo_lumo_gap_ev": 5.90, "e_lumo_ev": -9.939, "symbols": ["O", "C", "C", "N", "C", "H", "H", "H", "H", "H", "H", "H", "H", "H", "H"], "positions_angstrom": [[2.834, -0.238, -0.075], [1.586, 0.177, 0.517], [0.515, 0.328, -0.598], [-0.759, 0.535, 0.069], [-3.703, -0.748, 0.046], [3.612, -0.178, 0.507], [1.743, 1.097, 1.062], [1.113, -0.586, 1.191], [0.701, 1.167, -1.290], [0.551, -0.585, -1.242], [-0.978, 1.505, 0.114], [-3.885, -1.790, -0.017], [-2.672, -0.467, 0.066], [-3.947, -0.357, -0.942], [-3.989, -0.190, 0.869]]}


Most stable: a. Least stable: b.


a | {"formula": "C3H10NO", "method": "ωB97M-V/def2-TZVPD", "total_charge": 1, "homo_lumo_gap_ev": 8.95, "e_lumo_ev": -5.527, "symbols": ["C", "O", "H", "H", "H", "H", "C", "C", "N", "H", "H", "H", "H", "H", "H"], "positions_angstrom": [[-1.337, -2.599, -0.677], [-1.089, -1.166, -0.347], [-2.276, -2.900, -0.241], [-1.370, -2.569, -1.765], [-0.449, -3.156, -0.408], [-1.750, -1.008, 0.315], [0.849, 2.620, 0.502], [1.242, 0.228, -0.001], [0.600, 1.167, 0.580], [1.905, 2.786, 0.687], [0.173, 3.253, 1.061], [0.679, 2.902, -0.550], [1.426, -0.759, 0.388], [1.539, 0.439, -1.038], [-0.214, 0.912, 1.133]]}


b | {"formula": "C3H10NO", "method": "ωB97M-V/def2-TZVPD", "total_charge": 1, "homo_lumo_gap_ev": 7.14, "e_lumo_ev": -8.153, "symbols": ["C", "C", "C", "N", "H", "H", "H", "H", "H", "H", "H", "H", "H", "H", "O"], "positions_angstrom": [[0.174, -0.911, -2.105], [0.546, 0.249, -1.322], [-0.341, 0.701, -0.296], [-0.074, 1.531, 0.620], [1.018, -1.259, -2.716], [-0.065, -1.776, -1.481], [-0.710, -0.672, -2.708], [1.435, 0.780, -1.646], [-1.258, 0.110, -0.171], [0.664, 2.208, 0.391], [-1.095, 2.044, 3.438], [-1.490, 2.084, 4.064], [-0.057, -0.714, 2.196], [-0.914, -1.995, 2.200], [-0.225, -1.535, 1.704]]}


Most stable: a. Least stable: b.